[1]
Here is 10 unconnected molecules or ions with the total composition C30H40Cl9F18NO13 in a non-equilibrium geometry from the OMol25 dataset. Energies are from ωB97M-V/def2-TZVPD.

As for the multiplicity: 1. The value obtained for the energy above the lowest of the compared OMol25 structures with the same formula, charge and spin is 0.0 kcal per mole. As for the frontier orbital gap: 9.736 eV. As for the SMILES: CCOC(=O)C(F)(F)F.CCOC(=O)C(F)(F)F.CCOC(=O)C(F)(F)F.CCOC(=O)C(F)(F)F.CCOC(=O)C(F)(F)F.CCOC(=O)C(F)(F)F.ClC(Cl)Cl.ClC(Cl)Cl.ClC(Cl)Cl.CN(C)C=O. Its LUMO energy is 0.2 eV.

```
111
Properties=species:S:1:pos:R:3:lowdin_charge:R:1
C -22.34 26.07 10.12 -0.05
C -21.11 27.00 10.49 -0.15
O -19.88 26.29 10.28 -0.01
C -19.33 25.45 11.18 -0.33
O -19.76 25.27 12.33 0.12
C -18.11 24.67 10.70 -0.56
F -17.68 25.17 9.56 0.13
F -17.11 24.73 11.61 0.14
F -18.36 23.38 10.48 0.18
H -22.41 25.13 10.67 0.08
H -22.31 25.83 9.06 0.07
H -23.26 26.62 10.31 0.03
H -21.17 27.32 11.53 0.09
H -21.19 27.87 9.84 0.12
C -26.17 26.30 12.52 -0.06
C -26.05 27.75 12.96 -0.16
O -24.79 27.94 13.74 0.01
C -23.60 28.21 13.09 -0.27
O -23.49 28.43 11.86 0.05
C -22.39 28.38 14.01 -0.57
F -21.84 29.53 13.74 0.20
F -22.82 28.27 15.28 0.16
F -21.58 27.33 13.87 0.17
H -27.23 26.09 12.38 0.08
H -25.89 25.65 13.36 0.08
H -25.59 26.06 11.63 0.07
H -26.95 27.98 13.53 0.12
H -26.00 28.37 12.07 0.10
C -12.92 35.14 7.03 -0.07
C -13.56 34.03 6.23 -0.22
O -14.79 34.50 5.71 -0.01
C -14.83 35.31 4.60 -0.27
O -13.92 35.38 3.74 0.11
C -16.22 35.98 4.25 -0.61
F -16.60 35.62 3.08 0.23
F -17.14 35.85 5.21 0.17
F -15.96 37.27 4.20 0.17
H -13.65 35.51 7.76 0.09
H -12.41 35.90 6.44 0.08
H -12.14 34.73 7.67 0.08
H -13.79 33.22 6.92 0.12
H -12.91 33.64 5.45 0.13
C -21.66 31.54 10.33 -0.07
C -20.53 31.25 9.39 -0.20
O -20.17 32.31 8.47 0.01
C -19.32 32.03 7.45 -0.30
O -18.97 30.88 7.22 0.10
C -18.94 33.22 6.56 -0.56
F -19.29 34.31 7.22 0.16
F -17.63 33.21 6.25 0.16
F -19.63 33.25 5.44 0.20
H -21.69 30.77 11.09 0.07
H -22.62 31.54 9.80 0.02
H -21.51 32.49 10.83 0.05
H -20.79 30.41 8.75 0.10
H -19.65 30.98 9.98 0.12
C -16.35 31.36 2.87 -0.04
C -16.75 30.35 3.99 -0.18
O -18.19 30.32 3.95 0.02
C -18.84 29.25 4.30 -0.36
O -18.32 28.13 4.39 0.06
C -20.37 29.55 4.32 -0.54
F -20.93 28.91 5.37 0.12
F -20.67 30.84 4.32 0.16
F -21.02 29.16 3.22 0.17
H -16.82 31.15 1.91 0.08
H -15.26 31.39 2.79 0.08
H -16.66 32.37 3.14 0.06
H -16.36 30.56 4.99 0.06
H -16.39 29.37 3.69 0.12
C -17.41 27.16 14.41 -0.05
C -17.19 28.37 13.53 -0.20
O -17.89 29.53 14.04 0.05
C -18.23 30.45 13.13 -0.31
O -17.93 30.35 11.91 0.09
C -18.97 31.69 13.65 -0.55
F -18.44 32.83 13.28 0.19
F -20.23 31.66 13.20 0.16
F -19.00 31.76 15.01 0.14
H -17.11 27.29 15.45 0.09
H -16.96 26.28 13.95 0.08
H -18.47 26.93 14.28 0.07
H -17.44 28.11 12.50 0.11
H -16.11 28.52 13.54 0.13
Cl -22.20 35.20 9.12 0.54
C -20.96 35.97 10.22 -1.48
Cl -21.09 35.38 11.89 0.54
Cl -20.89 37.74 10.19 0.54
H -20.01 35.69 9.78 0.00
Cl -24.66 27.74 7.61 0.51
C -24.76 29.54 7.74 -1.42
Cl -23.29 30.23 7.05 0.58
Cl -24.94 29.97 9.50 0.54
H -25.57 29.95 7.14 0.02
Cl -17.21 28.00 9.14 0.60
C -16.95 28.53 7.46 -1.45
Cl -16.39 27.24 6.39 0.58
Cl -15.75 29.90 7.34 0.52
H -17.91 28.83 7.05 -0.02
C -25.25 34.13 10.28 -0.10
N -26.13 33.48 9.35 -0.19
C -27.54 33.60 9.72 -0.05
C -25.71 33.04 8.11 -0.35
O -26.43 32.64 7.22 0.00
H -25.42 35.20 10.30 0.09
H -24.20 33.84 10.13 0.02
H -25.50 33.84 11.31 0.09
H -28.12 32.96 9.05 0.08
H -27.70 33.10 10.67 0.08
H -27.95 34.61 9.74 0.09
H -24.64 33.20 7.88 0.12
```

[2]
Here is a molecular structure, C30H40CoN3O6S3Sb from the OMol25 dataset. Energies are from ωB97M-V/def2-TZVPD.

As for the multiplicity: 2. The value obtained for the energy above the lowest of the compared OMol25 structures with the same formula, charge and spin is 0.0 kcal per mole. As for the frontier orbital gap (spin up / spin down): 6.619 / 7.251 eV. Its LUMO energy (spin up / spin down) is -1.0 / -1.0 eV.

```
84
Properties=species:S:1:pos:R:3:lowdin_charge:R:1
Co -0.14 -0.30 0.02 0.39
O 0.74 -0.91 3.98 -0.30
S 0.18 -1.26 2.70 0.50
O 1.00 -2.06 1.82 -0.29
O -0.27 -0.03 1.96 -0.44
C -1.34 -2.16 3.03 -0.22
C -1.61 -2.38 4.38 -0.05
C -2.76 -3.05 4.78 -0.06
C -3.65 -3.51 3.83 -0.06
C -3.39 -3.29 2.48 -0.05
C -2.24 -2.63 2.07 -0.21
S -2.08 -2.46 0.28 0.48
O -1.97 -0.97 0.06 -0.47
O -3.30 -2.96 -0.28 -0.30
O -0.85 -3.09 -0.13 -0.31
H -0.91 -2.00 5.10 0.11
H -2.94 -3.20 5.84 0.11
H -4.55 -4.03 4.12 0.11
H -4.07 -3.65 1.73 0.11
N 1.66 -0.42 -3.66 0.15
C 0.69 -0.25 -4.68 -0.25
C 1.03 0.33 -5.89 -0.02
C 0.05 0.52 -6.85 -0.08
C -1.26 0.17 -6.59 -0.08
C -1.61 -0.37 -5.36 -0.09
C -0.62 -0.61 -4.41 -0.45
S -1.00 -1.43 -2.89 1.08
N 0.14 -0.63 -1.89 -0.26
C 1.30 -0.34 -2.35 -0.32
C 2.27 0.16 -1.34 -0.15
C 3.59 0.48 -1.59 0.01
C 4.39 0.87 -0.52 -0.03
C 3.84 0.95 0.74 -0.01
C 2.50 0.62 0.91 -0.07
N 1.74 0.25 -0.11 0.06
H 2.59 -0.14 -3.90 0.13
H 2.05 0.62 -6.08 0.11
H 0.32 0.95 -7.81 0.11
H -2.03 0.33 -7.34 0.11
H -2.63 -0.63 -5.14 0.11
H 4.02 0.40 -2.58 0.11
H 5.43 1.11 -0.69 0.12
H 4.43 1.24 1.60 0.12
H 2.01 0.67 1.87 0.11
C 0.89 3.93 0.31 -0.13
C -0.50 3.83 0.95 -0.68
C -1.12 5.22 0.95 -0.11
C -0.34 3.36 2.40 -0.12
Sb -1.55 2.21 -0.12 1.70
C -3.50 2.04 0.88 -0.68
C -4.46 1.22 0.02 -0.11
C -4.13 3.39 1.19 -0.11
C -3.26 1.27 2.18 -0.12
C -1.88 3.01 -2.16 -0.68
C -2.88 2.11 -2.88 -0.12
C -0.53 2.88 -2.88 -0.13
C -2.34 4.46 -2.25 -0.11
H 1.52 4.57 0.93 0.09
H 0.85 4.37 -0.69 0.06
H 1.38 2.96 0.23 0.05
H -0.47 5.89 1.53 0.09
H -2.10 5.24 1.43 0.06
H -1.22 5.64 -0.04 0.05
H 0.37 4.02 2.91 0.09
H 0.03 2.34 2.48 0.06
H -1.28 3.42 2.95 0.07
H -4.83 1.77 -0.84 0.06
H -5.33 0.97 0.64 0.09
H -4.02 0.28 -0.32 0.07
H -4.24 4.03 0.31 0.07
H -3.55 3.94 1.94 0.06
H -5.13 3.24 1.61 0.09
H -2.81 0.30 2.00 0.05
H -4.22 1.12 2.67 0.09
H -2.61 1.82 2.88 0.06
H -2.71 1.04 -2.69 0.06
H -2.79 2.27 -3.96 0.08
H -3.91 2.35 -2.61 0.07
H -0.17 1.86 -2.86 0.04
H 0.24 3.53 -2.45 0.06
H -0.66 3.17 -3.93 0.09
H -3.25 4.65 -1.67 0.07
H -2.56 4.70 -3.30 0.09
H -1.57 5.15 -1.92 0.06
```

[3]
Here is a molecular structure, C30H40N8ORuS2 from the OMol25 dataset. Energies are from ωB97M-V/def2-TZVPD.

As for the multiplicity: 2. The value obtained for the energy above the lowest of the compared OMol25 structures with the same formula, charge and spin is 12.2 kcal per mole. As for the frontier orbital gap (spin up / spin down): 7.150 / 6.624 eV. Its total charge is +1. Its LUMO energy (spin up / spin down) is -3.4 / -3.9 eV.

```
82
Properties=species:S:1:pos:R:3:lowdin_charge:R:1
Ru -0.85 -0.52 -0.29 0.83
C 0.01 -2.60 -2.48 -0.06
N -1.13 -2.11 -3.22 -0.14
C -2.21 -3.10 -3.34 -0.03
C -1.43 -0.79 -3.21 -0.40
N -0.83 0.00 -2.31 -0.04
C -0.66 1.39 -2.54 -0.24
C -0.50 1.99 -3.78 -0.03
C -0.44 3.37 -3.88 -0.07
C -0.57 4.15 -2.74 -0.07
C -0.65 3.55 -1.50 -0.03
C -0.61 2.17 -1.39 -0.25
N -0.55 1.47 -0.14 -0.04
C 0.11 2.07 0.87 -0.35
N 1.23 2.82 0.65 -0.13
C 2.07 2.65 -0.53 -0.03
C 1.42 4.10 1.33 -0.03
N -0.34 2.01 2.13 -0.11
C -1.69 1.54 2.45 -0.02
C 0.55 2.05 3.28 -0.02
N -2.32 -0.37 -4.14 -0.14
C -3.19 0.79 -4.00 -0.04
C -2.37 -0.98 -5.46 -0.03
H 0.25 -3.60 -2.84 0.11
H -0.21 -2.71 -1.41 0.03
H 0.87 -1.95 -2.61 0.09
H -2.37 -3.58 -2.37 0.10
H -1.95 -3.86 -4.08 0.10
H -3.14 -2.62 -3.63 0.09
H -0.43 1.37 -4.67 0.12
H -0.33 3.83 -4.85 0.11
H -0.59 5.23 -2.82 0.11
H -0.73 4.16 -0.60 0.12
H 1.84 1.71 -1.02 0.09
H 3.11 2.66 -0.21 0.10
H 1.92 3.46 -1.24 0.10
H 0.62 4.28 2.04 0.09
H 1.40 4.90 0.58 0.10
H 2.37 4.14 1.85 0.10
H -2.41 1.99 1.77 0.10
H -1.91 1.84 3.47 0.10
H -1.74 0.46 2.38 0.03
H 1.59 2.10 2.97 0.07
H 0.40 1.15 3.88 0.11
H 0.33 2.92 3.91 0.10
H -3.18 1.17 -2.98 0.05
H -4.21 0.48 -4.24 0.11
H -2.89 1.58 -4.68 0.09
H -1.60 -1.74 -5.56 0.09
H -2.19 -0.20 -6.21 0.10
H -3.35 -1.42 -5.66 0.10
S -1.53 -1.96 1.31 0.66
C -3.16 -1.50 1.71 -0.72
C -3.71 -1.96 2.95 -0.26
N -4.12 -2.29 3.98 0.18
C -3.83 -0.69 0.86 -0.69
S -3.04 -0.15 -0.59 0.76
C -5.17 -0.23 1.10 -0.24
N -6.24 0.16 1.26 0.19
C 3.01 -3.36 5.48 -0.03
C 2.91 -2.70 4.14 -0.23
C 3.49 -1.45 3.91 0.01
C 3.37 -0.82 2.68 -0.19
C 4.11 0.49 2.48 -0.03
C 2.59 -1.43 1.67 -0.11
C 2.31 -0.61 0.51 -0.15
O 1.40 -0.73 -0.31 -0.11
C 2.10 -2.74 1.85 -0.18
C 1.55 -3.55 0.71 -0.04
C 2.26 -3.34 3.08 0.01
H 3.74 -2.86 6.12 0.08
H 3.28 -4.41 5.38 0.09
H 2.04 -3.33 5.98 0.10
H 4.06 -0.98 4.70 0.12
H 4.65 0.75 3.39 0.09
H 3.46 1.32 2.23 0.05
H 4.85 0.40 1.68 0.10
H 3.00 0.23 0.36 0.11
H 2.21 -3.51 -0.15 0.10
H 0.58 -3.20 0.39 -0.02
H 1.44 -4.59 1.02 0.09
H 1.88 -4.34 3.23 0.13
```